Record 1
DFT (ωB97M-V/def2-TZVPD) results for a cluster of 12 separate species, C5H35NO11 in total at a distorted geometry.

The total charge is 0. Its HOMO-LUMO gap is 9.39 eV. The relative energy (zero: lowest compared OMol25 entry of this formula, charge and spin) is 375.3 kJ/mol. The LUMO energy is 0.148 eV. Its SMILES is CC[C@@H](C)NC.O.O.O.O.O.O.O.O.O.O.O. Its maximum force is 5.30 eV/A. The calculation puts the HOMO energy at -9.24 eV.

Atoms and positions in Å:
1 C 0.238 -1.546 -1.011
2 N -1.157 -1.181 -1.316
3 C -4.298 0.401 -0.252
4 C -3.518 -0.695 -1.026
5 C -2.197 -0.839 -0.256
6 C -2.360 -1.796 0.887
7 H 0.740 -0.572 -0.916
8 H 0.627 -2.137 -1.786
9 H 0.461 -2.083 -0.047
10 H -1.572 -2.034 -1.753
11 H -5.256 0.214 -0.680
12 H -3.962 1.441 -0.358
13 H -4.328 0.334 0.790
14 H -4.144 -1.548 -0.918
15 H -3.401 -0.349 -2.026
16 H -2.019 0.165 0.253
17 H -1.467 -1.871 1.577
18 H -3.134 -1.866 1.729
19 H -2.681 -2.816 0.432
20 H -0.317 2.258 3.301
21 H -0.985 3.494 3.918
22 O -0.996 2.925 3.169
23 H 4.757 0.334 1.538
24 H 3.650 1.124 1.485
25 O 4.499 1.173 1.220
26 H 3.555 -1.642 1.585
27 H 4.490 -2.681 0.851
28 O 4.522 -1.869 1.518
29 H -0.472 -1.171 -3.446
30 H -1.714 -1.027 -4.024
31 O -1.111 -1.734 -3.832
32 H -1.673 1.023 -2.464
33 H -2.041 2.361 -1.877
34 O -1.672 1.956 -2.616
35 H 2.298 1.749 3.723
36 H 1.544 2.495 2.796
37 O 1.448 1.648 3.428
38 H 1.347 4.470 1.310
39 H 2.541 3.812 1.258
40 O 1.815 3.844 1.878
41 H -1.263 -3.548 -3.063
42 H -2.737 -3.912 -2.546
43 O -1.771 -4.106 -2.365
44 H 1.884 -3.341 2.610
45 H 0.586 -2.678 1.824
46 O 1.557 -2.854 1.867
47 H 3.105 2.894 -0.611
48 H 1.590 3.194 -0.927
49 O 2.511 3.675 -0.647
50 H 4.542 2.007 -1.966
51 H 4.185 1.260 -0.745
52 O 3.752 1.645 -1.473

natural (NBO) population analysis, charges in e, atoms 1 to 5:
1. C -0.420
2. N -0.688
3. C -0.603
4. C -0.402
5. C -0.060

Record 2
DFT (ωB97M-V/def2-TZVPD) results for a cluster of 11 separate species, C5H36N3O10 in total at a distorted geometry.

The total charge is +1. Its HOMO-LUMO gap is 9.41 eV. The relative energy (zero: lowest compared OMol25 entry of this formula, charge and spin) is 330.7 kJ/mol. The LUMO energy is -2.451 eV. Its maximum force is 3.40 eV/A. The calculation puts the HOMO energy at -11.87 eV.

Atoms and positions in Å:
1 N 0.872 -2.773 -1.407
2 C 0.294 -2.102 -2.636
3 C 0.139 -0.633 -2.313
4 N -0.708 -0.447 -1.152
5 C -0.243 0.491 -0.109
6 C -0.582 -0.080 1.326
7 N 0.575 -0.097 2.189
8 C 0.901 -1.466 2.624
9 H 0.339 -2.392 -0.632
10 H 0.685 -3.769 -1.504
11 H 1.884 -2.647 -1.367
12 H 0.838 -2.360 -3.540
13 H -0.630 -2.669 -2.774
14 H 1.123 -0.191 -2.179
15 H -0.236 -0.081 -3.182
16 H -1.691 -0.345 -1.369
17 H 0.830 0.572 -0.252
18 H -0.669 1.490 -0.195
19 H -1.299 0.668 1.662
20 H -1.229 -0.935 1.126
21 H 0.436 0.442 3.028
22 H 0.399 -1.799 3.536
23 H 1.982 -1.524 2.767
24 H 0.692 -2.241 1.893
25 H -4.276 0.523 2.136
26 H -3.989 0.027 3.464
27 O -3.751 0.784 2.908
28 H 4.917 -0.111 -0.583
29 H 3.983 0.267 0.565
30 O 4.000 -0.009 -0.384
31 H -1.757 -3.304 0.556
32 H -1.855 -2.527 -0.840
33 O -1.815 -3.379 -0.393
34 H -3.222 2.128 0.746
35 H -4.493 2.634 0.138
36 O -4.045 1.814 0.357
37 H -3.875 0.020 -0.338
38 H -4.650 -1.147 -1.014
39 O -3.988 -0.470 -1.161
40 H 1.069 4.058 -1.402
41 H 1.523 4.430 -2.849
42 O 0.775 4.189 -2.301
43 H 2.956 0.111 2.643
44 H 3.026 1.679 2.292
45 O 3.355 0.798 2.116
46 H -2.447 4.777 -0.343
47 H -1.958 4.479 1.116
48 O -2.486 4.160 0.381
49 H 1.966 1.748 -1.820
50 H 3.333 1.723 -1.453
51 O 2.687 2.386 -1.763
52 H 3.730 -1.639 0.193
53 H 3.428 -2.834 1.160
54 O 3.159 -2.428 0.332

natural (NBO) population analysis, charges in e, atoms 1 to 5:
1. N -0.687
2. C -0.229
3. C -0.250
4. N -0.704
5. C -0.226

Record 3
DFT (ωB97M-V/def2-TZVPD) results for a cluster of 13 separate species, C5H36NO13 in total at a distorted geometry.

The total charge is -1. Its HOMO-LUMO gap is 8.68 eV. The relative energy (zero: lowest compared OMol25 entry of this formula, charge and spin) is 496.8 kJ/mol. The LUMO energy is 2.356 eV. Its maximum force is 7.62 eV/A. The calculation puts the HOMO energy at -6.33 eV.

Atoms and positions in Å:
1 C 1.926 -0.068 1.104
2 O 1.962 0.730 -0.010
3 C 1.058 -1.337 0.958
4 C -0.363 -0.922 0.730
5 C -1.373 -1.637 1.660
6 C -0.815 -0.991 -0.741
7 N 1.197 -2.149 2.129
8 H 2.940 -0.500 1.255
9 H 1.766 0.583 1.971
10 H 1.345 -1.847 0.013
11 H -0.329 0.175 1.006
12 H -2.392 -1.345 1.480
13 H -1.166 -2.698 1.617
14 H -1.059 -1.498 2.680
15 H -0.028 -0.598 -1.445
16 H -1.827 -0.296 -0.971
17 H -1.265 -1.904 -1.043
18 H 0.286 -2.244 2.756
19 H 1.831 -2.092 2.779
20 H 0.335 2.795 1.982
21 H 0.605 3.449 3.476
22 O 0.975 2.885 2.656
23 H 0.678 -1.920 -2.580
24 H 0.309 -2.082 -3.943
25 O 0.277 -2.532 -3.094
26 H 2.502 2.872 -0.915
27 H 3.661 2.314 -0.452
28 O 3.446 3.016 -1.038
29 H -3.349 -3.213 0.024
30 H -4.076 -1.749 -0.204
31 O -4.185 -2.655 0.089
32 H -2.882 1.761 0.206
33 H -1.404 1.805 0.623
34 O -2.257 1.509 0.876
35 H 2.804 -2.407 -1.236
36 H 2.764 -1.913 -2.648
37 O 3.103 -2.631 -2.155
38 H 1.549 0.451 -3.090
39 H 2.059 0.052 -1.621
40 O 1.702 -0.306 -2.439
41 H -2.748 1.811 3.313
42 H -1.788 2.925 3.665
43 O -2.233 2.115 3.985
44 H -2.363 4.139 -0.875
45 H -1.338 2.954 -1.103
46 O -2.111 3.474 -1.467
47 H -0.320 2.088 -2.969
48 H 0.582 2.099 -1.703
49 O 0.576 1.854 -2.740
50 H -0.673 -3.637 0.110
51 H -0.300 -3.466 -1.432
52 O -0.815 -4.028 -0.789
53 H 0.319 3.189 -0.096
54 H 0.957 1.254 -0.078
55 O -0.054 2.367 -0.270

natural (NBO) population analysis, charges in e, atoms 1 to 5:
1. C -0.064
2. O -0.846
3. C -0.066
4. C -0.236
5. C -0.598

Record 4
DFT (ωB97M-V/def2-TZVPD) results for a cluster of 13 separate species, C5H36NO13 in total at a distorted geometry.

The total charge is +1. Its HOMO-LUMO gap is 10.53 eV. The relative energy (zero: lowest compared OMol25 entry of this formula, charge and spin) is 420.4 kJ/mol. The LUMO energy is -2.531 eV. Its maximum force is 3.14 eV/A. The calculation puts the HOMO energy at -13.06 eV.

Atoms and positions in Å:
1 O -0.044 -0.165 1.258
2 C 1.072 -0.426 0.858
3 C 1.368 -1.262 -0.396
4 C 2.837 -1.191 -0.805
5 C 3.093 -2.213 -1.917
6 C 3.344 0.299 -1.004
7 N 0.363 -0.854 -1.436
8 H 1.917 -0.101 1.483
9 H 1.214 -2.255 0.030
10 H 3.420 -1.417 0.090
11 H 4.091 -1.893 -2.245
12 H 2.727 -1.932 -2.900
13 H 3.017 -3.275 -1.733
14 H 4.386 0.220 -0.840
15 H 2.891 0.955 -0.260
16 H 3.114 0.528 -2.041
17 H -0.183 -0.048 -1.097
18 H 0.961 -0.617 -2.225
19 H -0.288 -1.605 -1.613
20 H -0.641 3.492 0.259
21 H -0.964 4.989 -0.166
22 O -0.516 4.173 -0.406
23 H 2.209 -1.098 3.958
24 H 2.343 0.348 4.312
25 O 1.676 -0.298 4.044
26 H -3.147 -3.167 1.086
27 H -3.848 -1.923 0.923
28 O -2.925 -2.221 0.977
29 H -1.077 -0.339 -4.664
30 H -1.734 -1.500 -4.167
31 O -0.840 -1.259 -4.495
32 H -1.221 2.415 2.475
33 H -1.461 3.824 2.594
34 O -1.776 3.097 2.035
35 H -2.980 3.351 -0.441
36 H -3.589 2.902 0.830
37 O -3.641 2.713 -0.119
38 H 1.697 -3.878 2.338
39 H 0.847 -4.654 1.190
40 O 1.572 -4.061 1.407
41 H -0.411 1.694 -2.875
42 H 0.052 1.134 -4.110
43 O 0.406 1.304 -3.225
44 H 1.296 1.834 2.571
45 H 1.538 3.107 1.713
46 O 1.473 2.144 1.679
47 H -5.054 0.626 -0.808
48 H -3.865 0.909 -0.197
49 O -4.280 0.088 -0.547
50 H -1.936 -1.777 -0.496
51 H -2.991 -0.863 -1.046
52 O -2.165 -1.301 -1.340
53 H -1.591 -0.180 3.895
54 H -0.423 0.880 3.679
55 O -1.336 0.747 3.929

natural (NBO) population analysis, charges in e, atoms 1 to 5:
1. O -0.535
2. C 0.437
3. C -0.191
4. C -0.220
5. C -0.661

Record 5
DFT (ωB97M-V/def2-TZVPD) results for a cluster of 14 separate species, C5H36NO15 in total at a distorted geometry.

The total charge is -1. Its HOMO-LUMO gap is 9.04 eV. The relative energy (zero: lowest compared OMol25 entry of this formula, charge and spin) is 161.9 kJ/mol. The LUMO energy is 2.550 eV. Its maximum force is 2.12 eV/A. The calculation puts the HOMO energy at -6.49 eV.

Atoms and positions in Å:
1 C 0.812 0.381 2.326
2 N 0.197 -0.714 1.736
3 C -2.119 -2.604 1.928
4 C -1.583 -1.948 0.676
5 C -1.062 -0.540 1.011
6 C -0.665 0.268 -0.313
7 O 0.426 1.124 -0.076
8 O 1.909 0.254 2.821
9 H 0.215 1.290 2.277
10 H 0.824 -1.281 1.176
11 H -1.326 -2.676 2.669
12 H -2.863 -2.035 2.491
13 H -2.551 -3.579 1.698
14 H -2.341 -1.842 -0.113
15 H -0.801 -2.489 0.135
16 H -1.810 0.052 1.532
17 H -0.416 -0.511 -1.052
18 H -1.402 0.874 -0.865
19 H 1.599 -3.084 0.773
20 H 1.931 -3.458 -0.595
21 O 1.177 -3.459 0.008
22 H 1.732 1.251 -0.852
23 H 2.102 1.631 -2.277
24 O 2.540 1.327 -1.481
25 H 3.958 -1.880 -0.418
26 H 3.800 -1.568 0.987
27 O 3.530 -2.262 0.363
28 H 1.622 -2.261 3.358
29 H 0.516 -2.828 2.671
30 O 1.369 -3.127 3.015
31 H -1.451 3.361 -2.087
32 H -2.929 3.441 -2.364
33 O -2.260 3.881 -1.824
34 H 0.367 -2.610 -1.531
35 H -0.282 -3.201 -2.865
36 O 0.084 -2.427 -2.440
37 H 2.762 -0.381 -1.811
38 H 2.378 -1.723 -2.675
39 O 2.978 -1.298 -2.061
40 H 0.406 3.465 -1.791
41 H 0.188 2.011 -1.263
42 O 0.070 2.618 -2.113
43 H -1.071 3.871 -0.003
44 H -0.391 2.523 0.447
45 O -0.905 3.318 0.768
46 H -1.501 1.245 -3.000
47 H -0.983 0.414 -4.063
48 O -1.804 0.868 -3.838
49 H 3.687 1.153 -0.041
50 H 3.625 1.154 1.563
51 O 4.114 0.879 0.784
52 H -3.324 2.526 2.436
53 H -1.961 2.316 1.795
54 O -2.479 2.098 2.591
55 H -3.554 2.813 -0.226
56 H -3.172 1.398 -0.107
57 O -3.907 1.980 0.110

natural (NBO) population analysis, charges in e, atoms 1 to 5:
1. C 0.583
2. N -0.676
3. C -0.608
4. C -0.415
5. C -0.094

Record 6
DFT (ωB97M-V/def2-TZVPD) results for a cluster of 13 separate species, C5H37N2O13 in total at a distorted geometry.

The total charge is +1. Its HOMO-LUMO gap is 10.08 eV. The relative energy (zero: lowest compared OMol25 entry of this formula, charge and spin) is 411.8 kJ/mol. The LUMO energy is -2.519 eV. Its maximum force is 5.33 eV/A. The calculation puts the HOMO energy at -12.60 eV.

Atoms and positions in Å:
1 N -1.597 1.886 0.883
2 C -0.526 0.971 1.384
3 C -0.854 -0.429 0.984
4 N 0.059 -1.453 1.237
5 C 1.298 -1.224 2.016
6 C 1.132 -1.318 3.557
7 C 0.070 -2.411 3.779
8 O -1.904 -0.711 0.388
9 H -1.307 2.900 0.878
10 H -2.549 2.316 -1.843
11 H -2.363 1.790 1.476
12 H 0.427 1.144 0.809
13 H -0.107 1.129 2.359
14 H -0.086 -2.471 1.105
15 H 1.766 -0.342 1.567
16 H 1.881 -2.215 1.729
17 H 0.955 -0.372 4.066
18 H 2.156 -1.568 3.996
19 H -0.152 -2.570 4.826
20 H 0.320 -3.238 3.273
21 H -0.889 -1.987 3.418
22 H 0.021 4.635 0.826
23 H 1.098 4.560 1.862
24 O 0.377 4.117 1.585
25 H -0.962 2.041 -2.091
26 H -1.795 1.834 -0.204
27 O -1.652 2.608 -1.540
28 H -0.452 -0.324 -2.159
29 H -0.466 0.331 -3.459
30 O -1.061 0.174 -2.690
31 H -3.960 0.317 -3.344
32 H -2.624 0.852 -2.790
33 O -3.603 1.007 -2.790
34 H -1.200 -4.387 -1.767
35 H -0.052 -4.963 -1.004
36 O -0.383 -4.840 -1.919
37 H 0.535 -3.377 -2.769
38 H 0.872 -3.043 -4.267
39 O 0.811 -2.665 -3.385
40 H 2.287 0.051 -1.045
41 H 2.949 0.884 -0.005
42 O 2.024 0.702 -0.414
43 H -2.940 -3.442 1.015
44 H -2.202 -2.443 -0.044
45 O -2.256 -3.414 0.292
46 H 3.234 2.360 2.494
47 H 1.948 2.260 1.700
48 O 2.701 1.708 2.110
49 H 2.611 -2.884 -1.003
50 H 2.099 -2.280 -2.402
51 O 2.338 -2.048 -1.453
52 H -1.375 5.285 -0.779
53 H -0.121 4.829 -1.579
54 O -0.372 5.352 -0.776
55 H 1.789 1.699 -3.324
56 H 0.996 1.073 -1.981
57 O 1.053 1.602 -2.790

natural (NBO) population analysis, charges in e, atoms 1 to 5:
1. N -0.702
2. C -0.386
3. C 0.671
4. N -0.617
5. C -0.240

Record 7
DFT (ωB97M-V/def2-TZVPD) results for a cluster of 12 separate species, C5H37N3O11 in total at a distorted geometry.

The total charge is 0. Its HOMO-LUMO gap is 8.17 eV. The relative energy (zero: lowest compared OMol25 entry of this formula, charge and spin) is 253.8 kJ/mol. The LUMO energy is -0.057 eV. Its SMILES is CN(CCN)CCN.O.O.O.O.O.O.O.O.O.O.O. Its maximum force is 2.11 eV/A. The calculation puts the HOMO energy at -8.23 eV.

Atoms and positions in Å:
1 N -3.556 -0.421 -1.239
2 C -2.449 -1.331 -1.658
3 C -1.196 -0.520 -2.016
4 N -0.227 -0.332 -0.925
5 C -0.505 0.751 0.009
6 C 1.206 -0.360 -1.308
7 C 1.651 0.852 -2.147
8 N 2.716 1.724 -1.519
9 H -4.425 -0.546 -1.772
10 H -3.265 0.560 -1.330
11 H -2.769 -1.929 -2.492
12 H -2.259 -2.005 -0.853
13 H -1.560 0.407 -2.528
14 H -0.718 -0.730 -2.991
15 H -1.379 1.355 -0.352
16 H 0.301 1.519 0.082
17 H -0.709 0.452 1.047
18 H 1.183 -1.242 -1.952
19 H 1.788 -0.315 -0.347
20 H 1.985 0.370 -3.102
21 H 0.814 1.512 -2.412
22 H 3.441 1.884 -2.220
23 H 3.096 1.263 -0.711
24 H -1.455 4.960 -0.256
25 H -0.767 3.625 0.171
26 O -1.277 4.056 -0.521
27 H 2.580 -3.679 0.218
28 H 2.149 -3.775 1.651
29 O 2.698 -3.198 1.043
30 H 2.178 -0.495 2.117
31 H 2.765 -1.568 1.191
32 O 2.626 -0.588 1.270
33 H -0.666 2.865 -2.610
34 H -0.545 3.629 -4.000
35 O -0.670 2.781 -3.572
36 H 2.031 1.652 3.214
37 H 2.427 0.671 4.268
38 O 1.737 0.838 3.616
39 H 1.126 -3.458 3.243
40 H 0.329 -4.431 2.172
41 O 1.112 -4.345 2.744
42 H -3.151 2.689 -2.432
43 H -2.680 3.077 -1.016
44 O -3.170 2.404 -1.516
45 H 3.450 1.280 1.541
46 H 3.578 2.621 0.814
47 O 3.384 2.234 1.680
48 H -3.254 -0.960 2.425
49 H -3.390 -1.010 0.938
50 O -3.398 -1.595 1.713
51 H 0.858 -0.673 3.716
52 H 0.107 -1.487 2.762
53 O 0.592 -1.612 3.594
54 H -1.073 -2.576 0.471
55 H -2.141 -3.417 1.226
56 O -1.254 -3.434 0.861

natural (NBO) population analysis, charges in e, atoms 1 to 5:
1. N -0.911
2. C -0.234
3. C -0.267
4. N -0.479
5. C -0.438

Record 8
DFT (ωB97M-V/def2-TZVPD) results for a cluster of 14 separate species, C5H37NO13 in total at a distorted geometry.

The total charge is 0. Its HOMO-LUMO gap is 9.14 eV. The relative energy (zero: lowest compared OMol25 entry of this formula, charge and spin) is 337.0 kJ/mol. The LUMO energy is 0.138 eV. Its maximum force is 1.94 eV/A. The calculation puts the HOMO energy at -9.00 eV.

Atoms and positions in Å:
1 C 0.689 0.624 -2.772
2 N -0.593 1.088 -2.202
3 C -1.383 1.925 -3.078
4 C -0.289 1.632 -0.864
5 C 1.150 2.201 -0.965
6 C 1.802 1.413 -2.142
7 H 0.691 -0.430 -2.499
8 H 0.658 0.765 -3.842
9 H -1.468 1.549 -4.103
10 H -2.423 2.051 -2.783
11 H -0.849 2.882 -3.201
12 H -0.995 2.416 -0.643
13 H -0.379 0.780 -0.144
14 H 0.983 3.203 -1.344
15 H 1.746 2.030 -0.087
16 H 2.737 0.927 -1.859
17 H 2.420 2.021 -2.819
18 H -1.179 -1.294 -2.727
19 H -2.548 -1.617 -2.113
20 O -1.655 -1.992 -2.256
21 H 2.043 -0.699 0.567
22 H 3.583 -0.777 0.473
23 O 2.875 -0.366 0.961
24 H -4.172 -0.782 -1.018
25 H -4.589 0.592 -1.567
26 O -4.243 -0.267 -1.863
27 H -2.580 -2.445 0.337
28 H -1.664 -2.980 -0.757
29 O -1.938 -3.171 0.178
30 H 0.101 -1.204 -0.542
31 H -0.018 -0.375 0.582
32 O 0.310 -1.267 0.403
33 H -0.027 -3.493 2.317
34 H 1.084 -4.410 2.111
35 O 0.928 -3.491 2.419
36 H 2.821 2.177 2.403
37 H 2.425 0.650 2.340
38 O 2.187 1.505 2.713
39 H -3.970 2.974 -1.703
40 H -3.781 2.276 -0.291
41 O -4.407 2.531 -0.995
42 H 0.879 1.125 3.983
43 H 0.602 -0.194 4.603
44 O 0.113 0.517 4.172
45 H 3.273 -3.382 0.789
46 H 1.800 -3.343 0.331
47 O 2.718 -3.327 0.017
48 H -2.485 0.544 3.664
49 H -1.256 0.344 2.875
50 O -2.157 0.646 2.745
51 H 0.616 2.929 2.508
52 H -0.780 2.333 2.784
53 O -0.291 3.176 2.778
54 H 4.152 -1.735 -2.077
55 H 4.387 -2.699 -0.893
56 O 4.699 -1.888 -1.309

natural (NBO) population analysis, charges in e, atoms 1 to 5:
1. C -0.235
2. N -0.473
3. C -0.411
4. C -0.187
5. C -0.435